1.
{"formula": "C28H33N3O4", "method": "ωB97M-V/def2-TZVPD", "max_force_ev_per_a": 0.71, "lumo_energy_ev": 0.5973, "smiles": "CCOC(=O)c1cc(-c2ccccc2)n(CCC(=O)N2CCN(c3ccc(OC)cc3)CC2)c1C", "mol_weight_g_mol": 475.6, "multiplicity": 1, "elements": ["C", "H", "H", "C", "C", "H", "O", "O", "H", "H", "C", "C", "H", "H", "H", "C", "C", "H", "H", "C", "H", "H", "N", "H", "C", "C", "C", "C", "H", "C", "O", "C", "H", "O", "H", "H", "H", "C", "N", "H", "H", "N", "C", "C", "H", "H", "H", "H", "C", "H", "H", "C", "C", "C", "H", "H", "C", "H", "H", "C", "C", "C", "C", "H", "H", "C", "H", "C"], "coordinates": [[4.872568, -1.764704, 0.119595], [2.154944, -1.786574, -1.883745], [-2.401307, 0.060101, -3.051441], [1.507919, 1.543076, 3.052052], [-2.482881, 1.308685, -1.303475], [2.237664, 1.425176, 3.854731], [2.344138, 3.854018, 0.687351], [-1.287780, -1.764000, 1.841913], [3.395344, 1.299635, -1.040484], [-3.176066, -0.960595, 2.009516], [3.179643, -1.929248, -1.571529], [1.622875, 0.419001, 2.088936], [0.511525, 1.525873, 3.483887], [0.146931, 3.927889, 0.689395], [-0.614812, 4.025316, -1.660178], [5.413995, -2.665407, -2.038210], [-0.659617, -0.680055, 2.327773], [-2.749467, -3.963237, 1.552281], [1.608025, 0.710066, -1.493669], [3.472226, 1.959742, -0.179300], [0.875626, -2.378667, 0.519569], [4.728569, 0.622387, 0.954366], [1.022023, 2.335593, -0.300942], [3.796731, -2.766828, -3.436866], [-4.267075, 0.723946, 0.221888], [-2.898402, 0.249987, -2.112308], [2.231509, 2.803616, 0.074171], [-3.960663, -0.564479, -1.764923], [1.674353, 2.510642, 2.583589], [-4.663374, -0.336379, -0.589243], [-5.730918, -1.070880, -0.148293], [-0.169857, 3.013006, 0.187389], [3.855105, 1.811884, 1.943283], [-1.208250, 0.132401, 3.041894], [-5.462671, -2.888507, -1.116906], [0.256982, 2.281048, -2.896313], [6.809991, -2.476276, -0.427085], [1.312337, -1.479773, 0.904006], [2.736527, 0.173525, 1.348191], [-4.814408, 0.907546, 1.133327], [-0.457897, 0.659944, -2.828116], [-1.451332, 2.148517, -1.738037], [-3.251647, -3.021615, 1.345600], [5.793202, -2.313775, -0.753586], [-0.665467, 2.353409, 0.908989], [-2.021829, 3.812657, -0.612426], [-6.534715, -1.723958, -1.946111], [-2.733791, -2.141001, 3.261433], [4.101740, -2.480896, -2.440807], [6.135516, -3.091872, -2.718807], [-4.310363, -3.121104, 1.565734], [0.707991, 1.168240, -1.090560], [2.555405, -0.985037, 0.618233], [0.709172, -0.596256, 1.837469], [5.167879, -1.533106, 1.133170], [-2.934780, 2.322695, 0.552330], [-1.114637, 3.331210, -0.975047], [0.193152, 0.433893, -0.457736], [-7.070637, -2.521894, -0.447532], [-3.199476, 1.525256, -0.122229], [-0.235945, 1.551393, -2.244709], [3.775497, 1.136567, 1.089667], [-2.661173, -1.910490, 2.192097], [4.301180, 2.650302, -0.339102], [-3.126320, -2.782335, 0.292476], [-6.212057, -2.102948, -0.970457], [-4.234648, -1.367166, -2.432097], [3.555984, -1.549177, -0.284016]], "forces_ev_per_a": [[-0.0401, -0.0060, -0.0115], [-0.0952, 0.0441, -0.0206], [0.0330, 0.0220, -0.0810], [0.0097, 0.1346, 0.0170], [-0.2674, -0.1711, -0.0671], [0.0462, 0.0334, 0.0611], [0.2435, 0.2240, 0.2448], [0.2779, -0.1524, -0.1543], [0.0465, -0.0351, 0.0133], [0.0916, -0.1856, 0.0861], [0.0004, 0.0736, 0.0820], [-0.6014, -0.2064, 0.3116], [0.0328, 0.0164, 0.0140], [-0.0804, -0.1464, -0.0162], [-0.0382, 0.0127, 0.0981], [0.0261, -0.0377, -0.0649], [-0.2006, 0.2695, 0.1683], [0.0051, -0.1312, -0.0041], [-0.0209, -0.0171, 0.0719], [-0.0163, 0.0546, 0.1984], [-0.0276, -0.2156, -0.1199], [-0.1303, 0.1027, 0.1121], [-0.3117, 0.1178, -0.0599], [-0.0238, -0.0216, -0.0761], [-0.2477, -0.2785, -0.1389], [0.1518, 0.0877, 0.0897], [0.3301, -0.0837, -0.2316], [-0.2235, -0.2197, 0.1103], [0.0265, 0.1135, 0.0064], [0.0467, 0.1761, 0.0971], [0.1677, 0.2440, 0.1767], [-0.1826, 0.4177, 0.0381], [0.0281, -0.0970, -0.0482], [-0.0506, -0.1247, 0.0118], [-0.0099, 0.0303, -0.0123], [0.0055, -0.0880, -0.0152], [0.0761, -0.0203, 0.0268], [0.2853, 0.1673, 0.0817], [-0.1285, -0.2922, 0.1752], [-0.0587, 0.0238, 0.1226], [0.0313, 0.0503, -0.0230], [0.0404, 0.3184, -0.2679], [0.3500, 0.2495, 0.1725], [0.1075, 0.0072, 0.0048], [-0.0009, 0.0135, 0.0212], [0.0276, 0.0339, -0.0113], [0.0291, -0.0186, 0.0263], [0.0028, 0.0806, -0.1324], [0.0455, -0.0846, -0.0969], [0.0592, -0.0342, -0.0558], [-0.1246, -0.0254, 0.0050], [-0.1256, -0.2623, -0.4370], [-0.4678, -0.4544, -0.0202], [0.4652, 0.1417, -0.1872], [0.0068, 0.0339, 0.0787], [0.0686, 0.0782, 0.0564], [0.0642, -0.0122, 0.2617], [0.1205, 0.0336, -0.0759], [0.0491, -0.0136, -0.0761], [0.1228, 0.0198, -0.0560], [0.3174, -0.2621, 0.1466], [0.3253, 0.4338, -0.2980], [-0.5699, 0.0872, 0.1512], [-0.0881, 0.0029, -0.0360], [-0.0515, 0.0048, -0.1400], [-0.0721, -0.1507, -0.1204], [-0.0553, -0.0729, -0.0393], [0.1475, -0.0339, -0.1443]], "lowdin_charge": [-0.0402, 0.1112, 0.1061, 0.0123, -0.2289, 0.0956, 0.0369, -0.0018, 0.1024, 0.1054, -0.0342, -0.1972, 0.0772, 0.1269, 0.1305, -0.0898, -0.4456, 0.0772, 0.1082, -0.0446, 0.1240, 0.1119, -0.0240, 0.1031, -0.0133, -0.0160, -0.4686, -0.0245, 0.0702, -0.2993, -0.1009, -0.1011, 0.1320, 0.0924, 0.0879, 0.1297, 0.1038, 0.0343, 0.0129, 0.1238, 0.1087, -0.1026, -0.0567, -0.0786, 0.1234, 0.1208, 0.0958, 0.1309, -0.0799, 0.1011, 0.0781, -0.1059, -0.1994, -0.0965, 0.1161, 0.1036, -0.1375, 0.1242, 0.0935, -0.0134, -0.1296, -0.0955, -0.2152, 0.1275, 0.0692, -0.0991, 0.1045, -0.1735]}

---

2.
{"formula": "C2H4N4OS", "method": "ωB97M-V/def2-TZVPD", "max_force_ev_per_a": 6.24, "lumo_energy_ev": 0.3354, "smiles": "[H]/N=c1\\nc(N)on1S", "mol_weight_g_mol": 132.1, "multiplicity": 1, "elements": ["N", "C", "N", "H", "H", "H", "O", "H", "C", "S", "N", "N"], "coordinates": [[0.813658, -0.593284, 0.765685], [-0.895570, 0.556098, 0.189740], [-0.966003, -0.548711, -0.660390], [-1.548387, 2.530462, 0.694599], [2.228290, -1.669084, 1.915620], [0.601376, -1.466012, -2.480702], [-0.075014, 0.600223, 1.134953], [-2.129779, 1.919678, -0.855374], [0.307349, -0.972040, -0.582323], [2.400856, -0.404556, 1.219567], [-1.802187, 1.635914, 0.162734], [1.065411, -1.588687, -1.504110]], "forces_ev_per_a": [[-0.9299, -0.0835, -0.9596], [-5.1155, -0.3810, -3.5506], [-0.2433, 4.6337, 1.5471], [-0.1885, -2.2298, -0.8864], [1.0910, 2.0428, -0.5889], [0.4525, -0.6670, 2.5151], [3.4392, -1.4400, 1.0269], [0.8681, -1.2484, 2.9430], [3.0857, -1.7678, -2.2210], [-0.5008, -2.4899, 1.0448], [0.2880, 1.2770, -2.2534], [-2.2465, 2.3539, 1.3831]], "lowdin_charge": [-0.4452, -0.4936, 0.1439, 0.1326, -0.0432, 0.0716, 0.0418, 0.1591, -0.5483, 0.7976, 0.1222, 0.0614]}

---

Asked for relative energy (zero: lowest compared OMol25 entry of this formula, charge and spin) across the records above, the calculation gives 1.7, 64.6 kcal per mole in order.
Asked for HOMO-LUMO gap across the records above, the calculation gives 7.9814, 9.1136 eV in order.